{
  "formula": "C36H24NOPSV",
  "method": "wB97M-V/def2-TZVPD",
  "elements": ["V", "S", "C", "C", "C", "C", "C", "C", "N", "C", "C", "C", "C", "C", "C", "C", "H", "H", "H", "H", "H", "H", "H", "H", "C", "C", "C", "C", "C", "C", "P", "C", "C", "C", "C", "C", "C", "C", "C", "C", "C", "C", "C", "C", "C", "C", "C", "H", "H", "H", "H", "H", "H", "H", "H", "H", "H", "H", "H", "H", "H", "H", "H", "O", "C"],
  "positions_angstrom": [[0.616, 0.788, -1.304], [0.928, 4.872, -0.397], [2.435, 4.220, 0.183], [3.553, 4.910, 0.644], [4.644, 4.164, 1.039], [4.623, 2.765, 0.990], [3.511, 2.084, 0.537], [2.416, 2.833, 0.123], [1.182, 2.343, -0.371], [0.316, 3.320, -0.676], [-0.962, 2.984, -1.325], [-1.939, 3.947, -1.550], [-3.058, 3.619, -2.300], [-3.186, 2.344, -2.837], [-2.225, 1.370, -2.594], [-1.110, 1.656, -1.813], [3.567, 5.991, 0.695], [5.529, 4.671, 1.400], [5.493, 2.210, 1.320], [3.482, 1.002, 0.528], [-1.826, 4.949, -1.148], [-3.825, 4.363, -2.475], [-4.049, 2.102, -3.443], [-2.371, 0.378, -3.002], [-4.789, -1.262, -1.480], [-3.730, -1.883, -2.133], [-2.448, -1.781, -1.616], [-2.223, -1.051, -0.446], [-3.281, -0.419, 0.196], [-4.565, -0.534, -0.320], [-0.522, -0.809, 0.124], [-0.631, -0.289, 1.865], [-0.204, 0.979, 2.258], [-0.335, 1.399, 3.575], [-0.900, 0.554, 4.515], [-1.333, -0.712, 4.136], [-1.201, -1.132, 2.825], [0.149, -2.517, 0.139], [-0.617, -3.513, 0.700], [-0.124, -4.816, 0.906], [1.149, -5.124, 0.535], [1.946, -4.163, -0.126], [3.232, -4.508, -0.612], [3.996, -3.645, -1.361], [3.475, -2.398, -1.683], [2.241, -2.004, -1.174], [1.440, -2.861, -0.348], [-5.793, -1.351, -1.877], [-3.908, -2.457, -3.034], [-1.630, -2.280, -2.119], [-3.107, 0.157, 1.098], [-5.394, -0.056, 0.189], [0.237, 1.647, 1.547], [0.006, 2.385, 3.864], [-1.006, 0.879, 5.543], [-1.777, -1.378, 4.867], [-1.550, -2.121, 2.566], [-1.639, -3.302, 0.985], [-0.759, -5.563, 1.364], [1.551, -6.117, 0.707], [3.606, -5.505, -0.399], [4.969, -3.943, -1.727], [4.025, -1.723, -2.327], [1.999, 0.101, -2.408], [1.702, -0.770, -1.538]],
  "forces_ev_per_angstrom": [[-0.9791, -0.4147, -0.4074], [-0.0963, 0.2681, 0.1128], [-0.0148, 0.1761, -0.0252], [-0.0610, 0.0947, 0.0094], [0.0731, 0.0143, 0.0315], [0.0165, -0.0323, 0.0013], [-0.0120, -0.0803, 0.0323], [-0.6727, -0.2081, -0.1163], [0.9379, 1.2984, 0.5988], [0.2753, -0.2837, -0.0678], [0.2314, -0.1770, -0.0827], [-0.0089, 0.0904, 0.0281], [-0.0341, 0.0114, 0.0070], [-0.0486, 0.0307, 0.0050], [0.1049, -0.0163, 0.2121], [-0.1832, 0.2175, -0.2173], [-0.0017, -0.0625, -0.0196], [-0.0397, -0.0300, -0.0171], [-0.0628, 0.0307, -0.0201], [0.0231, -0.0473, -0.0231], [-0.0216, -0.0547, -0.0340], [0.0455, -0.0310, -0.0034], [0.0188, 0.0115, 0.0108], [0.0364, 0.0556, -0.0192], [-0.0355, 0.0358, 0.0007], [0.0277, -0.0749, 0.0262], [-0.0827, -0.0355, 0.1128], [0.0637, 0.0202, -0.1056], [-0.0693, 0.0584, 0.0642], [-0.0133, 0.0143, -0.0097], [-0.3021, -0.4338, 0.3581], [0.0567, 0.0735, 0.0430], [-0.0722, -0.1839, 0.1170], [-0.0111, -0.0042, 0.0129], [-0.0235, 0.0008, 0.0528], [-0.0093, -0.0081, 0.0324], [-0.0073, -0.0497, 0.0267], [0.1630, 0.1268, -0.0447], [-0.0434, -0.1367, 0.0178], [-0.1347, 0.0582, 0.0200], [0.0744, -0.1400, 0.0322], [0.0729, -0.0202, -0.0231], [-0.0628, -0.0917, 0.0668], [0.0448, 0.0386, -0.0493], [0.1479, -0.0786, -0.0663], [-0.1481, 0.0119, -0.1430], [0.0196, -0.0008, 0.0051], [0.0396, 0.0026, 0.0217], [0.0194, 0.0287, 0.0503], [0.0861, -0.0647, -0.0397], [-0.0407, -0.0258, -0.0470], [0.0393, -0.0192, -0.0188], [0.0947, 0.1563, -0.1718], [-0.0191, -0.0537, -0.0282], [0.0089, -0.0298, -0.0497], [0.0266, 0.0478, -0.0402], [0.0033, 0.0727, 0.0276], [-0.0239, -0.0329, -0.0238], [-0.0046, 0.0423, -0.0075], [-0.0269, 0.0853, -0.0226], [-0.0385, 0.0726, -0.0007], [-0.0322, 0.0022, 0.0106], [-0.0296, 0.0095, 0.0143], [0.1868, -0.7627, 0.5450], [0.5291, 0.4271, -0.7624]],
  "mulliken_spin": [1.257, 0.004, -0.001, 0.000, 0.002, 0.002, 0.011, -0.012, -0.053, 0.029, 0.033, -0.015, 0.017, -0.008, 0.010, -0.081, 0.000, 0.000, 0.000, 0.008, -0.001, 0.001, 0.000, 0.002, -0.002, 0.001, 0.005, -0.004, 0.001, 0.002, -0.085, -0.018, 0.013, 0.003, 0.000, 0.000, 0.001, -0.022, 0.002, -0.003, 0.003, -0.008, 0.020, -0.002, 0.011, -0.065, 0.027, 0.000, 0.000, -0.003, -0.001, 0.000, 0.014, 0.000, 0.000, 0.000, 0.000, 0.000, 0.000, 0.000, 0.001, 0.000, 0.000, -0.066, -0.035],
  "spin_multiplicity": 2,
  "charge": 2,
  "e_lumo_ev": [-7.0574, -7.4255],
  "s_squared": 0.777,
  "homo_energy_ev": [-14.182, -14.330]
}

{
  "formula": "C36H25AsCl3N5O7S4Tc",
  "method": "wB97M-V/def2-TZVPD",
  "elements": ["Tc", "O", "As", "O", "O", "C", "C", "C", "C", "C", "C", "S", "O", "O", "O", "H", "H", "H", "H", "H", "S", "C", "C", "C", "C", "N", "C", "C", "C", "S", "C", "N", "H", "H", "Cl", "C", "C", "C", "C", "C", "C", "N", "C", "C", "N", "C", "O", "C", "C", "C", "Cl", "S", "C", "C", "C", "Cl", "C", "H", "H", "H", "H", "H", "H", "H", "H", "H", "H", "H", "H", "H", "N", "C", "C", "C", "C", "C", "C", "H", "H", "H", "H", "H"],
  "positions_angstrom": [[-0.148, -1.450, 1.548], [1.232, -3.366, 1.715], [-0.215, -4.437, 1.725], [-0.003, -5.748, 0.783], [-1.284, -3.244, 1.223], [-0.509, -5.052, 3.549], [-0.919, -6.379, 3.617], [-1.196, -6.969, 4.844], [-1.050, -6.237, 6.012], [-0.620, -4.917, 5.956], [-0.353, -4.325, 4.732], [0.300, -2.658, 4.715], [1.698, -2.855, 4.343], [0.067, -2.108, 6.020], [-0.491, -2.024, 3.639], [1.646, -3.232, 2.616], [-1.001, -6.939, 2.695], [-1.523, -8.001, 4.883], [-1.261, -6.694, 6.971], [-0.493, -4.325, 6.854], [1.671, -0.172, 2.403], [2.200, 1.311, 1.599], [2.142, 2.450, 2.401], [2.572, 3.703, 1.969], [2.469, 4.839, 2.834], [2.380, 5.751, 3.534], [3.098, 3.812, 0.669], [3.194, 2.685, -0.125], [2.775, 1.400, 0.294], [3.026, 0.053, -0.745], [3.542, 5.077, 0.151], [3.906, 6.084, -0.274], [1.734, 2.351, 3.400], [3.619, 2.773, -1.116], [4.685, -0.317, -6.521], [3.064, -0.114, -5.914], [2.858, 0.144, -4.572], [1.558, 0.303, -4.118], [0.465, 0.216, -4.980], [-0.933, 0.389, -4.427], [-1.480, -0.873, -3.753], [-0.714, -1.324, -2.616], [0.135, -2.413, -2.572], [0.555, -2.512, -1.284], [-0.002, -1.485, -0.555], [-0.737, -0.785, -1.379], [-1.015, 1.384, -3.440], [-0.587, 2.686, -3.817], [-0.960, 3.586, -2.688], [-1.763, 4.678, -2.761], [-2.526, 5.316, -4.175], [-2.000, 5.436, -1.240], [-1.014, 4.260, -0.468], [-0.528, 3.349, -1.344], [0.723, -0.036, -6.320], [-0.583, -0.184, -7.479], [2.010, -0.208, -6.804], [3.685, 0.237, -3.880], [1.397, 0.542, -3.067], [-1.615, 0.617, -5.250], [-1.521, -1.686, -4.477], [-2.496, -0.661, -3.424], [0.332, -3.021, -3.440], [1.202, -3.244, -0.836], [-1.316, 0.082, -1.112], [-1.070, 2.994, -4.750], [0.498, 2.696, -3.961], [-0.842, 4.311, 0.598], [0.136, 2.528, -1.075], [2.182, -0.407, -7.852], [-1.357, -0.211, 1.508], [-2.085, 0.807, 2.044], [-3.491, 0.767, 2.013], [-4.231, 1.828, 2.505], [-3.603, 2.955, 3.026], [-2.212, 2.998, 3.060], [-1.455, 1.941, 2.586], [-3.974, -0.111, 1.600], [-5.314, 1.777, 2.475], [-4.188, 3.785, 3.404], [-1.705, 3.863, 3.473], [-0.375, 1.960, 2.624]],
  "forces_ev_per_angstrom": [[-0.1272, 0.0404, 0.3249], [0.0814, 0.0400, 0.4755], [0.1032, -0.0721, -0.1765], [-0.0414, 0.0010, 0.0665], [0.2124, -0.0266, -0.0344], [0.0634, 0.0180, 0.0929], [-0.0107, 0.0315, 0.0571], [0.0019, 0.0150, 0.0313], [-0.0019, -0.0330, -0.0381], [-0.0309, 0.0417, -0.0192], [-0.0453, -0.0528, -0.0611], [-0.0436, -0.1494, -0.1680], [-0.0252, 0.0225, -0.0648], [-0.0202, 0.0265, 0.0535], [0.0879, 0.2347, 0.1487], [-0.1191, -0.0977, -0.3902], [-0.0024, -0.0197, -0.0335], [0.0094, 0.0127, -0.0008], [-0.0052, 0.0082, -0.0034], [0.0051, -0.0184, -0.0349], [-0.0837, -0.1524, -0.0181], [0.0524, 0.0390, -0.0553], [-0.0844, -0.0926, -0.1233], [0.0233, 0.1248, 0.0354], [-0.0021, -0.0074, -0.0364], [-0.0046, -0.0461, -0.0212], [-0.0437, -0.0315, -0.0341], [-0.0779, 0.0599, 0.0116], [0.0645, -0.1719, -0.1362], [-0.1234, 0.1274, -0.0866], [0.0274, 0.0239, 0.0331], [-0.0244, -0.0555, 0.0032], [0.0432, 0.0053, -0.0171], [0.0163, -0.0014, 0.0022], [-0.0075, 0.0020, 0.0025], [0.0153, -0.0038, -0.0656], [0.0131, 0.0494, 0.1338], [-0.0592, 0.1773, 0.0813], [0.0351, -0.0465, 0.1327], [0.0184, -0.1254, -0.0177], [0.0864, -0.0279, -0.1185], [0.2582, 0.0693, -0.1925], [-0.1455, -0.0557, 0.0551], [0.0501, 0.1437, -0.0500], [0.1841, -0.1169, 0.0964], [-0.2388, 0.0411, 0.0650], [0.0120, 0.0936, 0.1518], [-0.0635, -0.0364, 0.0553], [0.0062, -0.0113, 0.0206], [0.0087, 0.0198, -0.0361], [0.0286, -0.0280, 0.0405], [0.0005, -0.0371, 0.0568], [0.0672, 0.0018, 0.1227], [0.1582, -0.0958, -0.0526], [0.0185, -0.1267, -0.0308], [-0.0102, -0.0027, 0.0111], [-0.0177, -0.0017, -0.0388], [-0.0575, -0.0492, 0.0696], [0.1263, -0.1812, -0.0601], [-0.0522, 0.1197, -0.0845], [0.0144, -0.0164, -0.0404], [-0.0533, 0.0433, 0.0010], [-0.0218, 0.0522, 0.0603], [0.0475, 0.0369, 0.0380], [-0.0194, -0.0342, 0.0011], [-0.0064, 0.0127, -0.0139], [0.0024, 0.0182, -0.0668], [-0.0284, -0.0203, -0.0676], [-0.1449, 0.1566, 0.0394], [-0.0081, 0.0024, 0.0235], [-0.1023, 0.3170, -0.1426], [-0.0019, -0.2168, 0.0634], [-0.0228, 0.0323, 0.0420], [0.0303, -0.0344, -0.0319], [-0.0134, 0.0238, 0.0007], [0.0283, -0.0249, -0.0143], [-0.0465, 0.0491, -0.0470], [0.0173, 0.0210, 0.0182], [0.0093, 0.0038, 0.0058], [0.0080, -0.0109, -0.0064], [-0.0094, 0.0005, 0.0073], [0.0119, -0.0277, -0.0006]],
  "mulliken_spin": [0.718, 0.002, 0.003, -0.001, -0.007, -0.001, 0.000, 0.000, 0.000, 0.000, 0.001, -0.002, 0.000, 0.001, -0.002, 0.001, 0.000, 0.000, 0.000, 0.000, -0.016, 0.004, -0.001, 0.000, -0.001, 0.000, 0.004, 0.001, -0.001, 0.000, -0.003, -0.001, 0.001, 0.000, 0.000, 0.000, 0.000, -0.001, -0.001, 0.000, 0.001, 0.001, -0.002, -0.004, -0.011, 0.020, -0.001, 0.000, 0.001, 0.000, 0.000, 0.000, 0.001, 0.000, 0.001, 0.000, 0.000, 0.000, 0.001, 0.000, 0.000, 0.000, 0.000, 0.000, -0.008, 0.000, 0.000, -0.002, 0.000, 0.000, 0.164, -0.068, 0.105, -0.053, 0.097, -0.052, 0.081, 0.006, -0.003, 0.009, -0.002, 0.021],
  "spin_multiplicity": 2,
  "charge": -2,
  "e_lumo_ev": [3.2370, 3.2370],
  "s_squared": 0.764,
  "homo_energy_ev": [-1.902, -2.009]
}

The evaluated ΔE to the lowest compared entry with this formula, charge and spin for the records listed, in turn: 0.000, 0.000 eV.